# 1
ORCA calculation (ωB97M-V with the def2-TZVPD basis set) on a 4-piece molecular cluster, C18H35NO8S3 overall at a distorted geometry.

Each atom is followed by the atoms it is bonded to, with distances in Å.
CARTESIAN COORDINATES (ANGSTROEM)
1 C 1.500 5.505 -2.154  C2 1.594, H19 1.157, H20 1.149, H21 1.154
2 C 0.991 5.560 -0.645  C1 1.594, O3 1.256, O4 1.449
3 O 1.102 6.645 -0.023  C2 1.256
4 O 0.450 4.415 0.060  C2 1.449, C5 1.460
5 C 1.517 3.420 -0.008  O4 1.460, C6 1.589, H22 1.151, H23 1.155
6 C 1.378 2.238 1.044  C5 1.589, C7 1.417, C17 1.593
7 C 2.167 1.843 2.152  C6 1.417, C8 1.592, C14 1.590
8 C 3.503 2.551 2.653  C7 1.592, C9 1.618, H24 1.147, H25 1.155
9 C 4.861 1.913 2.047  C8 1.618, C10 1.608, H26 1.158, H27 1.141
10 C 5.055 2.143 0.467  C9 1.608, C11 1.620, H28 1.152, H29 1.141
11 C 5.323 0.783 -0.371  C10 1.620, C12 1.629, H30 1.140, H31 1.143
12 C 4.336 0.845 -1.667  C11 1.629, N13 1.491, H32 1.143, H33 1.158
13 N 2.990 0.381 -1.225  C12 1.491, H34 1.032, H35 1.029
14 C 1.423 0.556 2.716  C7 1.590, O15 1.248, O16 1.443
15 O 1.753 -0.254 3.606  C14 1.248
16 O 0.184 0.380 1.997  C14 1.443, C17 1.422
17 C 0.157 1.232 0.859  C6 1.593, O16 1.422, O18 1.244
18 O -0.577 1.249 -0.145  C17 1.244
19 H 2.074 4.535 -2.414  C1 1.157
20 H 0.662 5.582 -2.936  C1 1.149
21 H 2.239 6.356 -2.401  C1 1.154
22 H 1.490 2.968 -1.066  C5 1.151
23 H 2.504 3.983 0.198  C5 1.155
24 H 3.433 3.662 2.380  C8 1.147
25 H 3.632 2.511 3.800  C8 1.155
26 H 5.731 2.471 2.568  C9 1.158
27 H 4.965 0.816 2.340  C9 1.141
28 H 5.893 2.903 0.250  C10 1.152
29 H 4.093 2.603 0.060  C10 1.141
30 H 5.081 -0.166 0.212  C11 1.140
31 H 6.384 0.814 -0.796  C11 1.143
32 H 4.232 1.920 -2.040  C12 1.143
33 H 4.770 0.233 -2.550  C12 1.158
34 H 2.275 0.551 -1.950  N13 1.032
35 H 2.999 -0.616 -0.968  N13 1.029
36 C -1.968 -1.891 0.535  S37 1.807, H40 1.091, H41 1.092, H42 1.091
37 S -3.127 -3.213 0.117  C36 1.807, O38 1.497, C39 1.804
38 O -2.501 -4.033 -0.968  S37 1.497
39 C -4.357 -2.143 -0.655  S37 1.804, H43 1.092, H44 1.090, H45 1.090
40 H -1.088 -2.336 1.003  C36 1.091
41 H -1.667 -1.359 -0.369  C36 1.092
42 H -2.440 -1.202 1.237  C36 1.091
43 H -3.906 -1.595 -1.485  C39 1.092
44 H -4.750 -1.446 0.086  C39 1.090
45 H -5.170 -2.765 -1.031  C39 1.090
46 C -8.322 -3.157 2.511  S47 1.805, H50 1.091, H51 1.092, H52 1.091
47 S -8.061 -1.505 1.831  C46 1.805, O48 1.495, C49 1.806
48 O -6.903 -1.586 0.888  S47 1.495
49 C -7.458 -0.767 3.365  S47 1.806, H53 1.092, H54 1.091, H55 1.091
50 H -8.668 -3.810 1.709  C46 1.091
51 H -7.385 -3.546 2.916  C46 1.092
52 H -9.081 -3.113 3.294  C46 1.091
53 H -6.576 -1.306 3.717  C49 1.092
54 H -8.246 -0.802 4.120  C49 1.091
55 H -7.193 0.272 3.167  C49 1.091
56 C -0.103 -4.268 -2.223  S57 1.802, H60 1.088, H61 1.091, H62 1.091
57 S 1.621 -3.873 -2.571  C56 1.802, O58 1.496, C59 1.806
58 O 1.752 -2.383 -2.520  S57 1.496
59 C 1.582 -4.354 -4.312  S57 1.806, H63 1.092, H64 1.091, H65 1.091
60 H -0.312 -4.008 -1.188  C56 1.088
61 H -0.757 -3.694 -2.880  C56 1.091
62 H -0.270 -5.337 -2.368  C56 1.091
63 H 0.822 -3.776 -4.841  C59 1.092
64 H 1.364 -5.421 -4.390  C59 1.091
65 H 2.561 -4.152 -4.748  C59 1.091

**Calculated total energy**: -69603.85577 eV
**Orbital gap**: 7.70 eV
**2S+1**: 1
**Lowest unoccupied orbital energy**: -0.8 eV
**M**: 489.68 g/mol
**Largest force on an atom**: 5.21 eV/A

Atom charges from the Löwdin analysis, given in e for atoms 1 to 8: -0.010 -0.394 0.068 -0.051 -0.136 -0.002 -0.011 -0.122

# 2
ORCA calculation (ωB97M-V with the def2-TZVPD basis set) on a 3-piece molecular cluster, C5H16NO2S2 overall.

Each atom is followed by the atoms it is bonded to, with distances in Å.
CARTESIAN COORDINATES (ANGSTROEM)
1 C -2.080 0.430 0.687  C2 1.523, C4 1.531, H9 1.095, H10 1.090
2 C -2.407 -0.932 1.285  C1 1.523, S3 1.820, H11 1.089, H12 1.093
3 S -0.954 -1.871 1.849  C2 1.820, H13 1.334
4 C -1.721 0.416 -0.801  C1 1.531, N5 1.473, H14 1.098, H15 1.095
5 N -0.360 -0.084 -1.063  C4 1.473, C6 1.476, H16 1.011
6 C 0.683 0.916 -0.758  N5 1.476, C7 1.519, H17 1.085, H18 1.097
7 C 2.069 0.309 -0.895  C6 1.519, S8 1.833, H19 1.093, H20 1.092
8 S 3.375 1.526 -0.483  C7 1.833
9 H -2.941 1.095 0.818  C1 1.095
10 H -1.264 0.924 1.213  C1 1.090
11 H -3.069 -0.815 2.142  C2 1.089
12 H -2.982 -1.547 0.587  C2 1.093
13 H -0.138 -1.578 0.835  S3 1.334
14 H -1.842 1.424 -1.221  C4 1.098
15 H -2.405 -0.240 -1.349  C4 1.095
16 H -0.297 -0.359 -2.033  N5 1.011
17 H 0.565 1.284 0.256  C6 1.085
18 H 0.624 1.796 -1.410  C6 1.097
19 H 2.242 -0.017 -1.924  C7 1.093
20 H 2.187 -0.541 -0.219  C7 1.092
21 H 2.283 -2.444 -1.299  O23 0.973
22 H 0.812 -2.065 -1.206  O23 0.963
23 O 1.391 -2.773 -1.506  H21 0.973, H22 0.963
24 H 2.460 2.262 1.750  O26 0.966
25 H 1.883 0.965 2.298  O26 0.966
26 O 1.885 1.919 2.447  H24 0.966, H25 0.966

**Calculated total energy**: -32701.50343 eV
**Orbital gap**: 5.98 eV
**2S+1**: 1
**Lowest unoccupied orbital energy**: 2.9 eV
**Charge**: -1
**M**: 186.32 g/mol
**Largest force on an atom**: 0.92 eV/A
**Relative energy (zero: lowest compared OMol25 entry of this formula, charge and spin)**: 0.0 kcal per mole

Atom charges from the Löwdin analysis, given in e for atoms 1 to 8: -0.267 -0.565 0.687 -0.245 -0.102 -0.335 -0.764 0.187